C63H86N12O3PSc | ωB97M-V/def2-TZVPD

Values from the calculation:
- multiplicity = 1
- gap between HOMO and LUMO (eV) = 7.081
- relative energy (zero: lowest compared OMol25 entry of this formula, charge and spin) (kJ/mol) = 80.8
- net charge = 0
- E (eV) = -120747.1263
- HOMO energy (eV) = -6.90

```
166
Properties=species:S:1:pos:R:3:forces:R:3
Sc 0.4740 0.4229 -0.4428 0.023 -0.363 -0.689
C -3.4359 3.3653 3.1305 -0.049 -0.009 -0.005
C -1.9195 3.4420 2.9366 -0.006 0.084 -0.024
C -1.3018 4.1720 4.1347 0.014 -0.018 -0.030
C -1.5521 4.1359 1.6332 0.053 -0.065 0.046
C -2.2262 5.3279 1.3955 0.015 0.061 0.014
C -2.0475 6.0586 0.2364 -0.014 0.005 -0.040
C -1.1017 5.6190 -0.6637 0.058 0.042 0.062
C -0.3596 4.4591 -0.4415 -0.018 0.086 0.135
C 0.8194 4.2531 -1.3506 0.083 -0.016 -0.092
C 1.9206 5.1829 -0.8093 0.021 -0.004 -0.013
C 0.4807 4.5740 -2.8134 0.025 -0.001 0.011
C -0.6218 3.6491 0.6729 -0.107 -0.064 0.062
N -0.1416 2.2912 0.7693 0.252 0.103 0.101
C 0.5146 2.0365 1.9260 0.187 0.012 0.105
O 1.0785 2.8595 2.6396 -0.027 0.097 -0.085
C 0.4474 0.5972 2.4534 0.185 0.089 0.225
C 0.7595 0.4712 3.7951 0.021 -0.040 -0.008
C 0.5952 -0.7686 4.3826 -0.046 -0.036 -0.032
C 0.0995 -1.7981 3.6155 -0.046 0.010 0.074
C -0.2412 -1.6150 2.2693 -0.340 -0.030 -0.006
N -0.0091 -0.4184 1.6929 0.013 0.254 0.251
C -0.9114 -2.9459 1.7315 0.124 -0.042 -0.164
O -0.2168 -3.9416 2.0208 0.036 0.015 0.028
N -2.1594 -2.9528 1.2763 0.155 0.023 0.308
C -2.8960 -4.1126 1.6817 0.090 -0.008 -0.066
C -3.3493 -4.1737 3.0251 -0.024 0.055 0.116
C -4.1083 -5.2437 3.4805 0.007 -0.041 -0.033
C -4.4553 -6.2956 2.6566 0.030 0.073 -0.003
C -4.0176 -6.2485 1.3512 -0.132 0.073 -0.071
C -3.2592 -5.1896 0.8434 -0.130 -0.038 -0.061
C -2.8441 -5.3925 -0.6045 0.184 -0.080 -0.048
C -3.6624 -4.6142 -1.6510 -0.062 0.025 0.031
C -1.3319 -5.2491 -0.8064 -0.079 0.005 -0.061
C -3.0163 -3.1204 4.0672 -0.014 0.031 0.008
C -4.2772 -2.5229 4.6979 0.006 -0.010 -0.012
C -2.1317 -3.7233 5.1666 0.004 0.017 -0.056
H -3.6649 2.8265 4.0509 -0.005 -0.040 0.000
H -3.9352 2.8445 2.3126 0.012 0.062 0.002
H -3.8770 4.3585 3.2244 0.006 -0.036 0.049
H -1.5354 2.4247 2.9134 0.016 -0.044 0.039
H -1.6925 5.1913 4.1927 -0.001 -0.011 0.004
H -0.2197 4.2178 4.0515 0.058 0.001 -0.016
H -1.5649 3.6607 5.0638 0.013 -0.004 -0.007
H -2.9215 5.6922 2.1408 0.025 0.001 -0.039
H -2.6023 6.9723 0.0633 -0.005 0.008 0.002
H -0.8915 6.2150 -1.5432 0.008 -0.004 0.001
H 1.1538 3.2159 -1.2825 0.009 -0.044 -0.002
H 1.5199 6.1944 -0.7115 0.017 -0.003 -0.011
H 2.7866 5.2326 -1.4675 0.029 -0.022 -0.014
H 2.2433 4.8577 0.1809 0.000 0.000 0.009
H 0.6103 5.6367 -3.0317 0.014 0.004 0.003
H -0.5571 4.3203 -3.0334 0.163 0.109 0.076
H 1.1150 4.0209 -3.5011 0.136 -0.045 -0.033
H 1.1127 1.3420 4.3255 0.017 -0.005 -0.001
H 0.8444 -0.9315 5.4239 -0.008 -0.005 0.003
H -0.0229 -2.7830 4.0287 -0.017 -0.043 0.021
H -4.4203 -5.2597 4.5176 -0.016 0.012 0.018
H -5.0349 -7.1334 3.0218 -0.007 0.007 0.008
H -4.2701 -7.0675 0.6866 0.033 -0.006 -0.022
H -3.0842 -6.4376 -0.8017 0.086 -0.065 0.085
H -3.1161 -3.7602 -2.0410 -0.050 0.104 0.017
H -4.6079 -4.2648 -1.2323 -0.006 -0.020 0.010
H -3.8960 -5.2509 -2.5070 0.011 0.014 -0.009
H -1.0973 -4.2329 -1.1180 0.147 -0.066 0.117
H -0.9665 -5.9344 -1.5781 -0.044 0.011 -0.077
H -0.8019 -5.4412 0.1277 0.023 0.042 -0.022
H -2.4862 -2.3055 3.5755 -0.008 -0.036 -0.007
H -4.8165 -3.2662 5.2878 0.000 -0.028 0.018
H -4.9540 -2.1401 3.9356 0.019 -0.038 0.023
H -4.0133 -1.6999 5.3685 -0.003 -0.003 -0.009
H -2.7130 -4.4181 5.7768 0.007 -0.016 0.006
H -1.7448 -2.9465 5.8317 0.012 0.004 -0.009
H -1.2980 -4.2828 4.7392 0.016 0.021 0.007
C 0.5032 -2.1944 -2.1860 0.032 0.017 -0.049
N -0.4223 -1.0788 -1.9543 0.112 -0.055 -0.115
C -1.7974 -1.5633 -1.8343 -0.023 0.069 0.007
C -2.6630 -0.8247 -0.8809 -0.024 -0.171 0.073
N -2.2106 -0.2219 0.1716 0.058 0.177 -0.292
C -3.3067 -0.1059 1.0191 0.018 -0.052 0.060
C -3.3755 0.2844 2.3513 -0.050 0.011 -0.036
C -4.6112 0.2494 2.9702 -0.017 0.039 -0.042
C -5.7613 -0.1706 2.2926 0.020 0.006 -0.013
C -5.6999 -0.6168 0.9836 0.008 0.007 0.015
C -4.4521 -0.5965 0.3807 0.006 0.009 -0.007
N -4.0073 -1.0405 -0.8534 -0.007 0.079 0.017
C 1.1372 -2.6225 -0.9059 0.146 -0.014 -0.062
N 1.5470 -1.7442 -0.0311 -0.413 -0.035 0.089
C 2.2494 -2.4728 0.9255 0.098 0.046 -0.054
C 2.8611 -2.0653 2.1086 0.042 0.018 -0.077
C 3.4907 -3.0289 2.8680 -0.016 -0.020 -0.004
C 3.5110 -4.3764 2.4734 0.005 0.013 0.020
C 2.8964 -4.7967 1.3129 -0.014 0.007 0.003
C 2.2673 -3.8181 0.5555 0.060 -0.005 0.020
N 1.5538 -3.8808 -0.6247 0.028 0.000 -0.019
H 1.3072 -1.8126 -2.8180 -0.025 -0.031 -0.015
H 0.0269 -3.0270 -2.7095 -0.027 -0.046 0.031
H -0.3510 -0.4686 -2.7749 -0.018 0.008 -0.013
H -1.7523 -2.5410 -1.3487 -0.025 0.001 -0.134
H -2.2666 -1.6656 -2.8175 -0.008 -0.059 -0.024
H -2.4846 0.5764 2.8908 0.015 -0.006 -0.006
H -4.6917 0.5348 4.0108 -0.007 0.014 -0.010
H -6.7094 -0.1818 2.8140 -0.003 -0.012 0.007
H -6.5771 -0.9924 0.4729 -0.001 -0.004 0.001
H -4.5298 -1.5858 -1.5159 0.015 -0.063 0.027
H 2.8257 -1.0319 2.4290 0.017 0.012 0.001
H 3.9693 -2.7451 3.7964 0.007 0.001 -0.001
H 4.0103 -5.1021 3.1018 -0.002 0.002 0.004
H 2.8874 -5.8381 1.0208 -0.004 -0.003 0.000
H 1.2251 -4.7197 -1.0703 -0.028 0.008 -0.027
C -3.6459 4.2759 -2.8647 -0.061 -0.017 -0.020
N -2.6670 3.2142 -2.9039 0.020 0.015 -0.033
C -2.0300 2.6790 -4.0854 -0.095 -0.048 -0.048
C -1.1598 1.5857 -3.4726 -0.058 -0.001 0.016
O -0.4958 0.7980 -4.1259 0.026 0.000 -0.002
N -1.2994 1.5916 -2.1108 0.236 -0.019 -0.064
C -2.2637 2.4933 -1.8459 -0.097 -0.056 0.184
N -2.8329 2.6066 -0.6539 -0.098 -0.134 -0.149
H -3.4011 4.9871 -2.0727 -0.005 -0.026 -0.012
H -4.6580 3.8928 -2.7110 0.001 -0.007 -0.003
H -3.6157 4.8098 -3.8117 -0.002 -0.003 -0.011
H -1.4178 3.4103 -4.6159 -0.026 -0.027 -0.015
H -2.7495 2.2429 -4.7818 -0.002 -0.013 0.004
H -2.3666 2.1038 0.0923 -0.031 -0.038 -0.036
H -3.2946 3.4661 -0.3981 -0.005 0.022 0.000
C 5.9078 -0.8796 -3.0308 0.069 -0.021 0.017
C 4.3862 -0.9265 -2.8092 0.010 0.034 -0.037
C 3.7076 -1.1845 -4.1680 -0.006 -0.022 -0.028
C 4.1168 -2.1746 -1.9605 -0.056 -0.033 0.049
P 3.6689 0.6762 -2.0860 0.082 0.132 -0.026
N 2.1811 0.6285 -1.5724 -0.571 0.085 0.375
C 4.8342 1.2287 -0.6827 -0.045 0.016 -0.031
C 5.0164 0.0375 0.2627 0.055 -0.038 0.048
C 6.2292 1.7318 -1.0734 0.047 0.002 0.015
C 4.1451 2.3279 0.1427 -0.052 -0.001 -0.013
C 3.8768 1.9091 -3.5280 -0.064 0.024 0.061
C 3.8046 3.2959 -2.8962 -0.004 0.066 -0.012
C 2.6608 1.7773 -4.4609 -0.010 0.041 -0.001
C 5.1501 1.8792 -4.3782 0.002 0.055 -0.088
H 6.1702 -1.6971 -3.7093 0.003 -0.021 0.013
H 6.4515 -1.0512 -2.1021 -0.015 -0.005 0.001
H 6.2723 0.0406 -3.4738 -0.006 -0.139 0.047
H 3.8157 -2.2442 -4.4156 0.031 -0.001 -0.006
H 4.1609 -0.6157 -4.9774 -0.050 -0.046 0.032
H 2.6424 -0.9481 -4.1505 0.008 -0.036 0.018
H 3.1237 -2.5597 -2.1483 -0.059 -0.024 0.031
H 4.8178 -2.9534 -2.2763 -0.016 -0.008 -0.008
H 4.2344 -2.0383 -0.8925 -0.008 0.006 0.032
H 5.6560 -0.7415 -0.1494 -0.002 0.016 -0.003
H 4.0571 -0.3995 0.5249 -0.100 -0.054 0.028
H 5.4845 0.3902 1.1856 0.008 -0.007 -0.010
H 6.8178 0.9891 -1.6063 -0.003 0.029 0.030
H 6.7677 1.9662 -0.1499 -0.005 0.010 0.000
H 6.2074 2.6432 -1.6666 0.011 -0.025 0.016
H 3.0888 2.1124 0.3063 0.006 -0.014 0.024
H 4.2226 3.3072 -0.3203 -0.022 0.048 -0.021
H 4.6313 2.3896 1.1195 0.007 0.006 -0.010
H 2.9975 3.3351 -2.1793 -0.129 0.055 0.056
H 3.6176 4.0398 -3.6746 -0.027 0.026 -0.019
H 4.7280 3.5802 -2.3955 -0.046 -0.002 -0.009
H 1.7470 1.5803 -3.9034 0.011 -0.017 0.010
H 2.7875 0.9916 -5.2034 -0.039 0.011 0.042
H 2.5351 2.7157 -5.0096 0.028 0.005 -0.017
H 6.0581 2.0092 -3.7902 -0.023 0.033 -0.015
H 5.0956 2.7228 -5.0740 -0.010 0.004 -0.003
H 5.2497 0.9782 -4.9801 0.016 0.080 0.005
```
Positions in Å, forces in eV/Å.

Atomic partial charges in e from the Löwdin method, atoms 1 to 99: 1.01, -0.07, -0.36, -0.05, -0.13, -0.05, -0.08, -0.07, -0.17, -0.36, -0.04, -0.04, -0.16, 0.03, -0.53, 0.04, -0.21, 0.00, -0.02, -0.02, -0.13, 0.06, -0.48, 0.00, 0.14, -0.14, -0.13, -0.05, -0.09, -0.06, -0.14, -0.35, -0.05, -0.07, -0.36, -0.06, -0.07, 0.08, 0.07, 0.07, 0.10, 0.08, 0.07, 0.08, 0.10, 0.10, 0.11, 0.08, 0.09, 0.06, 0.09, 0.09, 0.05, 0.06, 0.12, 0.12, 0.10, 0.10, 0.10, 0.10, 0.11, 0.03, 0.08, 0.08, 0.03, 0.08, 0.08, 0.10, 0.07, 0.06, 0.08, 0.07, 0.08, 0.08, -0.11, -0.09, -0.12, -0.34, 0.13, -0.22, -0.02, -0.12, -0.09, -0.01, -0.18, 0.19, -0.33, 0.11, -0.24, -0.03, -0.07, -0.08, -0.01, -0.20, 0.20, 0.10, 0.14, 0.06, 0.08